[1]
Here is a molecular structure, C15H10N2O2RhS in a non-equilibrium geometry from the OMol25 dataset. Energies are from wB97M-V/def2-TZVPD.

```
31
Properties=species:S:1:pos:R:3:lowdin_charge:R:1
Rh 0.81392 -0.26260 -1.89640 1.089
O 2.76004 -0.41314 -1.93684 -0.219
C 3.42023 -0.24210 -0.80138 -0.351
C 4.79724 -0.52426 -0.78145 -0.014
C 5.53373 -0.36732 0.37152 -0.087
C 4.93482 0.07799 1.54854 -0.099
C 3.58574 0.36785 1.54379 -0.045
C 2.81529 0.21215 0.39317 -0.161
C 1.34475 0.54300 0.44071 -0.346
N 0.52596 -0.66948 0.23217 0.028
N -0.75709 -0.47168 0.42024 0.068
C -1.61085 -0.39504 -0.57369 -0.426
O -1.21601 -0.40735 -1.78676 -0.131
C -3.05582 -0.29331 -0.28040 -0.150
C -3.51667 -0.27285 1.03353 -0.027
C -4.87429 -0.17659 1.28669 -0.076
C -5.77457 -0.09779 0.23196 -0.081
C -5.31570 -0.11660 -1.07743 -0.073
C -3.95820 -0.21368 -1.33637 -0.018
H 5.25582 -0.86434 -1.70040 0.115
H 6.59171 -0.59840 0.36033 0.103
H 5.51587 0.19580 2.45273 0.098
H 3.10698 0.72039 2.45020 0.111
H 1.12449 1.10700 1.35235 0.148
H -2.80571 -0.33258 1.84618 0.109
H -5.23215 -0.16207 2.30763 0.104
H -6.83550 -0.02171 0.43216 0.103
H -6.01694 -0.05627 -1.89923 0.104
H -3.58403 -0.22923 -2.35032 0.115
S 1.41531 2.67554 -1.46443 0.809
C 1.01162 1.28869 -0.81881 -0.802
```

Values from the calculation:
- Orbital gap (alpha / beta): 6.933 / 5.611 eV
- LUMO level (alpha / beta): -1.05 / -2.36 eV
- Calculated total energy: -1346.20838 Ha
- Max |F|: 2.98 eV/Å
- Spin multiplicity: 2
- Charge: 0



[2]
Here is C15H10N4OS in the gas phase in a non-equilibrium geometry from the OMol25 dataset. Energies are from wB97M-V/def2-TZVPD.

```
31
Properties=species:S:1:pos:R:3:lowdin_charge:R:1
O 1.09604 -1.67558 -0.21684 0.099
S -1.69883 2.43553 -0.56685 0.698
N 3.09261 3.12155 3.19472 0.117
N -2.19161 0.10659 -1.63602 0.096
C 0.03534 -1.13912 -0.52734 -0.331
C -1.33799 0.81120 -0.79699 -0.747
C 2.30222 3.08202 4.24755 -0.141
C -2.03926 -1.16534 -1.84810 -0.227
C -2.93768 -1.77293 -2.80961 -0.010
C -2.65482 -2.98309 -3.37622 -0.039
C -1.35447 -3.59807 -3.09528 -0.067
C -0.51414 -3.11076 -2.11008 0.011
C 2.77248 2.13489 0.93495 0.016
C 1.89894 1.43970 0.06893 -0.003
C 0.31996 1.23953 1.89310 0.054
C 2.41371 2.37492 2.26045 -0.274
C 1.18716 1.95121 2.72034 -0.222
C 0.69608 0.92351 0.56149 -0.272
N 1.10357 2.44623 3.97606 0.113
N -0.20968 0.18918 -0.23633 0.020
C -1.04115 -2.02742 -1.15754 -0.121
H 2.65697 3.51160 5.18224 0.124
H -3.85702 -1.26661 -2.98573 0.106
H -3.28368 -3.42297 -4.13185 0.102
H -1.00045 -4.40381 -3.70312 0.092
H 0.46092 -3.56449 -1.96163 0.112
H 3.72621 2.52254 0.54490 0.119
H 2.13775 1.29355 -0.98230 0.120
H -0.63909 0.86739 2.25351 0.122
H 0.38397 2.22979 4.64237 0.155
H -1.52408 -2.55071 -0.33876 0.179
```

Values from the calculation:
- Orbital gap: 6.879 eV
- SMILES: O=C1[C@@H]2C=CC=CC2=NC(=S)N1c1ccc2nc[nH]c2c1
- LUMO level: -1.33 eV
- Calculated total energy: -1270.03600 Ha
- Energy relative to the best compared isomer or geometry (same formula, charge and spin): 0.00 kcal per mole
- Max |F|: 3.11 eV/Å
- Charge: 0



[3]
Here is a molecular structure, C15H11AsClF6O8ReS2 from the OMol25 dataset. Energies are from wB97M-V/def2-TZVPD.

```
45
Properties=species:S:1:pos:R:3:lowdin_charge:R:1
Re 0.36649 -0.21743 -0.43165 1.512
O -0.35952 0.61814 -2.27168 -0.358
S -1.19092 1.70818 -1.67786 0.615
O -1.03102 3.00755 -2.20420 -0.180
O -0.80626 1.50848 -0.22483 -0.429
C -2.90744 1.29819 -1.68719 -0.215
C -3.71510 2.08884 -2.47569 -0.008
C -5.10059 1.92233 -2.44760 -0.002
C -5.67402 0.99001 -1.61268 -0.007
C -4.87111 0.17920 -0.81201 -0.008
C -3.49548 0.32765 -0.84611 -0.221
S -2.61439 -0.91551 0.02065 0.789
O -3.49552 -1.91253 0.47742 -0.151
O -1.97964 -0.26030 1.36785 -0.140
O -1.43737 -1.26634 -0.77777 -0.339
H -3.26655 2.85221 -3.09591 0.131
H -5.72196 2.54226 -3.07909 0.130
H -6.74777 0.86962 -1.58007 0.130
H -5.31258 -0.58090 -0.18388 0.129
Cl 2.28093 1.20816 -0.43861 0.775
C 3.02208 0.61606 -2.00412 -0.292
C 2.52939 -0.77533 -2.34534 -0.615
O 3.06566 -1.38979 -3.21021 0.178
O 1.45894 -1.21637 -1.67375 -0.224
H 4.09497 0.62876 -1.84455 0.106
H 2.72774 1.32968 -2.76853 0.107
F 1.47899 -1.30097 0.81134 -0.445
As 1.33493 -3.33277 1.24223 0.831
F -0.11919 -2.85211 2.04092 -0.204
F 2.21641 -2.84810 2.61197 -0.188
F 1.19701 -4.96602 1.61477 -0.159
F 2.76134 -3.42525 0.32439 -0.181
F 0.40999 -3.36265 -0.20422 -0.212
C -0.63411 -0.12981 1.45599 -0.186
C -0.19370 -0.00423 2.79426 -0.209
C -1.02785 -0.37199 3.87190 0.026
C -0.54209 -0.33153 5.15746 -0.026
C 0.76561 0.09294 5.38527 -0.006
C 1.59316 0.48689 4.33855 -0.026
C 1.12169 0.43007 3.04656 -0.004
H -2.03097 -0.72537 3.68134 0.132
H -1.16457 -0.63771 5.98596 0.121
H 1.14758 0.11404 6.39794 0.124
H 2.60122 0.82085 4.53785 0.122
H 1.75687 0.72703 2.22685 0.081
```

Values from the calculation:
- Orbital gap (alpha / beta): 7.888 / 7.508 eV
- LUMO level (alpha / beta): -5.07 / -5.14 eV
- Calculated total energy: -5349.74459 Ha
- Energy relative to the best compared isomer or geometry (same formula, charge and spin): 5.63 kcal per mole
- Max |F|: 0.85 eV/Å
- Spin multiplicity: 2
- Charge: +1